No. 1
Entry from the Open Molecules 2025 dataset: a molecular structure, C32H24NO2PdS5Te (wB97M-V/def2-TZVPD).

CARTESIAN COORDINATES (ANGSTROEM)
Pd 0.673 1.864 -0.360
S 4.530 7.668 -2.040
C 3.661 6.383 -1.655
S 2.061 6.469 -0.935
C 1.748 4.775 -0.857
C 2.831 3.910 -1.373
S 2.707 2.274 -1.420
S 4.211 4.735 -1.964
S 0.326 4.183 -0.324
C -4.851 -2.012 -1.501
C -3.822 -1.034 -1.004
C -4.171 0.257 -0.611
C -3.230 1.171 -0.172
C -3.690 2.553 0.184
O -4.620 2.717 0.938
C -3.051 3.728 -0.498
C -2.426 3.600 -1.734
C -1.955 4.729 -2.396
C -2.103 5.986 -1.818
C -2.720 6.113 -0.580
C -3.199 4.989 0.075
C -1.883 0.801 -0.048
O -1.050 1.659 0.526
C -1.508 -0.501 -0.442
C -2.489 -1.386 -0.912
C -0.133 -0.963 -0.307
N 0.877 -0.153 -0.301
C 2.225 -0.603 0.092
C 2.643 0.048 1.400
Te 4.550 -0.678 2.057
C 3.841 -2.632 2.405
C 4.127 -3.656 1.506
C 3.686 -4.947 1.762
C 2.953 -5.218 2.908
C 2.660 -4.198 3.802
C 3.108 -2.908 3.556
C 0.063 -2.436 -0.187
C 0.694 -3.143 -1.206
C 0.813 -4.521 -1.118
C 0.321 -5.190 -0.006
C -0.299 -4.484 1.015
C -0.444 -3.109 0.920
H -5.836 -1.551 -1.556
H -4.923 -2.875 -0.837
H -4.597 -2.382 -2.495
H -5.207 0.574 -0.659
H -2.336 2.623 -2.195
H -1.497 4.630 -3.372
H -1.752 6.866 -2.341
H -2.844 7.091 -0.134
H -3.713 5.071 1.023
H -2.188 -2.384 -1.209
H 2.927 -0.343 -0.704
H 2.246 -1.684 0.202
H 1.909 -0.143 2.182
H 2.754 1.131 1.302
H 4.705 -3.449 0.614
H 3.921 -5.742 1.066
H 2.617 -6.227 3.109
H 2.097 -4.409 4.702
H 2.904 -2.121 4.271
H 1.073 -2.616 -2.073
H 1.289 -5.072 -1.918
H 0.420 -6.265 0.064
H -0.680 -5.005 1.882
H -0.953 -2.556 1.700

Calculated values
total charge	+1
lowest unoccupied orbital energy	-6.106	eV

No. 2
Entry from the Open Molecules 2025 dataset: a gas-phase ion, CH6N3O (charge +1) (wB97M-V/def2-TZVPD).

CARTESIAN COORDINATES (ANGSTROEM)
C -0.130 0.192 0.075
N -1.267 -0.110 -0.731
N 0.565 1.376 0.090
N 0.588 -1.188 0.140
O -1.286 -0.022 0.682
H -1.787 0.756 -0.962
H 0.480 1.905 0.898
H 0.948 1.713 -0.714
H 0.263 -1.692 -0.668
H 0.084 -1.649 0.873
H 1.543 -1.280 0.318

Calculated values
total charge	+1
SMILES string	N[C@]1([NH3+])NO1
lowest unoccupied orbital energy	-3.599	eV

No. 3
Entry from the Open Molecules 2025 dataset: a molecular structure, C21H23O6PS3SeSiW (wB97M-V/def2-TZVPD).

CARTESIAN COORDINATES (ANGSTROEM)
W 0.366 0.345 0.164
O 3.754 0.709 1.098
S 2.829 1.151 2.370
O 3.562 2.159 3.018
O 1.530 1.467 1.785
C 2.618 -0.255 3.384
C 3.605 -0.399 4.353
C 3.460 -1.361 5.340
C 2.309 -2.128 5.377
C 1.325 -1.971 4.409
C 1.459 -1.051 3.372
P 0.074 -1.178 2.167
C 0.103 -2.880 1.576
C -1.015 -3.352 0.880
C -1.017 -4.636 0.368
C 0.100 -5.449 0.530
C 1.215 -4.977 1.203
C 1.223 -3.692 1.727
C -1.377 -0.885 3.202
C -1.451 0.359 3.836
C -2.499 0.632 4.694
C -3.481 -0.330 4.919
C -3.401 -1.566 4.301
C -2.344 -1.854 3.444
H 4.463 0.260 4.349
H 4.230 -1.482 6.089
H 2.166 -2.858 6.162
H 0.437 -2.590 4.457
H -1.884 -2.721 0.736
H -1.885 -5.004 -0.161
H 0.100 -6.452 0.124
H 2.089 -5.605 1.317
H 2.105 -3.332 2.237
H -0.680 1.106 3.673
H -2.544 1.585 5.205
H -4.301 -0.116 5.591
H -4.154 -2.319 4.489
H -2.275 -2.833 2.993
C -2.184 4.933 1.771
Si -3.091 3.669 0.797
C -4.397 2.711 1.669
C -3.345 4.002 -0.989
Se -1.265 1.885 0.639
H -2.868 5.770 1.953
H -1.320 5.322 1.232
H -1.866 4.549 2.740
H -5.341 3.254 1.564
H -4.182 2.607 2.733
H -4.536 1.723 1.229
H -4.115 4.776 -1.076
H -3.697 3.119 -1.521
H -2.441 4.383 -1.465
O 2.128 -0.951 0.431
S 3.088 0.003 -0.195
O 4.137 -0.461 -0.987
O 2.147 1.020 -0.777
S -0.509 -0.892 -1.254

Calculated values
total charge	+2
lowest unoccupied orbital energy	-7.770	eV

No. 4
Entry from the Open Molecules 2025 dataset: 2 unconnected molecules or ions with the total composition CH3FO2S (wB97M-V/def2-TZVPD).

CARTESIAN COORDINATES (ANGSTROEM)
C 0.547 -0.563 -1.534
O -1.156 -0.135 1.820
O -0.867 1.351 3.638
F 1.221 0.619 -1.598
S -0.623 1.133 2.240
H 1.137 -1.477 -1.652
H -0.209 -0.437 -2.362
H -0.050 -0.491 -0.552

Calculated values
total charge	0
lowest unoccupied orbital energy	-1.376	eV

No. 5
Entry from the Open Molecules 2025 dataset: 2 unconnected molecules or ions with the total composition C3H4N2OS (wB97M-V/def2-TZVPD).

CARTESIAN COORDINATES (ANGSTROEM)
C -1.714 0.837 -0.050
C 0.494 -1.534 0.291
C 1.946 0.197 -0.633
N 1.253 -0.978 -0.431
N -0.822 0.387 0.692
O -0.143 -2.363 0.768
S 1.546 1.531 0.232
H -2.712 0.440 -0.135
H 2.548 0.202 -1.505
H -1.359 1.633 -0.622
H -1.037 -0.351 1.392

Calculated values
total charge	0
SMILES string	O=C=NC=S.C=N
lowest unoccupied orbital energy	-0.412	eV

No. 6
Entry from the Open Molecules 2025 dataset: C14H12N6O2S2 in the gas phase (wB97M-V/def2-TZVPD).

CARTESIAN COORDINATES (ANGSTROEM)
N 4.436 -1.681 1.298
O -2.193 1.104 3.358
O -0.314 -0.015 2.879
C 3.356 -1.763 0.872
N -0.224 -1.981 0.695
N -2.414 1.661 -0.807
S 3.626 0.566 -1.415
S 1.092 -4.252 1.468
C 0.908 -2.535 0.920
C -2.623 1.581 0.487
C 3.410 2.232 -1.884
C 2.276 2.909 -1.464
C 1.563 1.989 -0.590
C 1.966 -1.612 0.578
C 2.085 0.719 -0.618
C 1.374 -0.452 0.010
C -1.015 0.233 0.139
C -1.654 0.772 1.168
N -0.007 -0.787 0.110
N -1.453 0.765 -1.065
N -1.376 0.619 2.584
C -0.044 -5.257 0.377
C -3.471 2.542 1.198
C -1.130 0.363 -2.413
H 4.126 2.742 -2.518
H 2.023 3.890 -1.824
H 0.737 2.371 0.055
H -0.118 -6.398 0.667
H -0.991 -4.725 0.464
H 0.195 -5.077 -0.645
H -3.979 3.290 0.580
H -4.270 2.013 1.758
H -2.786 3.153 1.864
H -1.997 0.558 -3.079
H -0.669 -0.608 -2.466
H -0.447 1.073 -2.742

Calculated values
total charge	0
SMILES string	CSc1nn(-c2c([N+](=O)[O-])c(C)nn2C)c(-c2cccs2)c1C#N
lowest unoccupied orbital energy	-0.616	eV

No. 7
Entry from the Open Molecules 2025 dataset: a molecular structure, C36H38BrN3O6STm (wB97M-V/def2-TZVPD).

CARTESIAN COORDINATES (ANGSTROEM)
Tm 0.592 -0.310 0.622
C 6.582 -0.340 0.136
C 5.227 -0.395 0.748
C 4.997 -0.458 2.146
C 3.717 -0.604 2.637
C 2.616 -0.570 1.776
Br -0.681 -0.050 3.017
N 2.864 -0.486 0.440
C 4.107 -0.412 -0.047
H 7.192 -1.214 0.408
H 7.087 0.571 0.430
H 6.483 -0.319 -0.937
H 5.845 -0.458 2.816
H 3.509 -0.729 3.696
H 4.236 -0.361 -1.105
C 1.775 -0.817 -3.036
C 0.320 -0.485 -2.928
N -0.334 -0.014 -1.864
C -1.587 0.280 -2.315
C -1.755 -0.113 -3.600
N -0.521 -0.580 -3.976
C -2.821 -0.257 -4.699
O -4.046 0.119 -4.321
O -2.509 -0.650 -5.767
C -2.506 0.936 -1.347
O -3.523 1.634 -1.911
O -2.370 0.882 -0.164
H 2.240 -0.990 -2.071
H 2.308 0.019 -3.505
H 1.908 -1.712 -3.601
H -0.333 -0.905 -4.917
H -4.054 0.560 -3.450
O 0.610 2.028 0.594
S -0.293 3.143 1.120
C 0.621 4.229 2.140
C 1.893 4.646 1.835
C 2.520 5.493 2.736
C 1.834 5.949 3.853
C 0.543 5.525 4.126
C -0.065 4.648 3.256
C -0.641 4.101 -0.319
C -1.842 4.787 -0.318
C -2.260 5.411 -1.484
C -1.411 5.430 -2.591
C -0.249 4.653 -2.586
C 0.169 3.976 -1.440
H 2.397 4.304 0.937
H 3.543 5.794 2.552
H 2.337 6.647 4.514
H 0.034 5.852 5.035
H -1.051 4.239 3.461
H -2.436 4.781 0.581
H -3.207 5.921 -1.488
H -1.671 5.972 -3.487
H 0.370 4.640 -3.486
H 1.074 3.390 -1.399
C -3.812 -2.801 -0.452
C -3.618 -2.060 0.886
C -4.770 -2.017 1.817
C -2.881 -3.502 0.535
C -3.400 -4.720 1.082
C -2.607 -5.780 1.264
C -1.281 -5.784 0.729
C -0.634 -4.659 0.425
C 0.846 -4.577 0.351
C 1.440 -4.022 1.643
C 1.320 -3.901 -0.911
C -1.402 -3.437 0.364
O -0.770 -2.365 0.305
H -4.159 1.859 -1.201
H -4.854 -3.150 -0.619
H -3.335 -2.506 -1.419
H -2.943 -1.219 1.122
H -5.269 -2.981 1.929
H -5.452 -1.238 1.497
H -4.321 -1.695 2.781
H -4.415 -4.689 1.468
H -3.007 -6.624 1.827
H -0.761 -6.728 0.680
H 1.250 -5.574 0.251
H 1.105 -3.044 1.964
H 2.530 -4.030 1.471
H 1.322 -4.721 2.465
H 1.346 -2.794 -0.939
H 0.791 -4.311 -1.788
H 2.357 -4.259 -0.986

Calculated values
total charge	+1
multiplicity	3
lowest unoccupied orbital energy (alpha / beta)	-2.773 / -2.770	eV
⟨S²⟩	2.002

No. 8
Entry from the Open Molecules 2025 dataset: a molecular structure, C17H14ErN4O8S2 (wB97M-V/def2-TZVPD).

CARTESIAN COORDINATES (ANGSTROEM)
Er -0.655 1.884 -0.429
O -6.675 -0.170 0.287
C -5.547 0.216 0.142
C -4.848 1.300 0.962
O -5.350 1.962 1.842
C -3.493 1.373 0.411
C -3.351 0.527 -0.690
O -2.254 0.517 -1.380
C -4.541 -0.295 -0.888
O -4.720 -1.198 -1.678
O -2.508 2.110 0.807
N 3.642 3.125 0.157
C 2.297 3.151 -0.009
O 1.784 2.765 -1.063
C 1.459 3.668 1.132
C 0.043 4.000 0.639
H 4.152 2.547 -0.492
H 3.990 3.161 1.099
H 2.002 4.503 1.594
H 1.438 2.874 1.886
H 0.104 4.933 0.068
H -0.581 4.222 1.509
N 0.173 -5.787 1.592
C 0.560 -4.473 1.361
C -0.241 -3.631 0.584
C 0.115 -2.313 0.389
C 1.280 -1.822 0.976
C 2.083 -2.641 1.751
C 1.723 -3.964 1.941
S 1.741 -0.163 0.679
O 0.435 0.563 0.820
O 2.715 0.236 1.653
N 2.361 -0.129 -0.744
C 1.718 0.089 -1.909
S 2.588 -0.264 -3.377
C 1.202 0.177 -4.315
C 0.211 0.567 -3.495
N 0.499 0.539 -2.143
H -0.502 -6.177 0.957
H 0.891 -6.430 1.875
H -1.154 -4.013 0.141
H -0.517 -1.666 -0.211
H 2.978 -2.234 2.206
H 2.339 -4.611 2.557
H 1.197 0.111 -5.391
H -0.781 0.862 -3.803

Calculated values
total charge	-1
multiplicity	4
lowest unoccupied orbital energy (alpha / beta)	2.252 / 2.253	eV
⟨S²⟩	3.752

Listing E for the structures above in their given order: -3825.6639; -280.8486; -5558.9292; -688.3954; -699.5602; -1815.8778; -6067.6413; -3288.8331 Ha.
Listing F_max for the structures above in their given order: 0.4; 3.7; 0.4; 3.4; 3.2; 5.1; 3.0; 1.1 eV/A.